1.
Entry from the OMol25 dataset: a molecular structure, C25H24Ge2N4O2S2Ti in a non-equilibrium geometry (ωB97M-V/def2-TZVPD).

## Properties
Total charge: -1
LUMO level (alpha / beta) in eV: 1.93 / 1.79
Multiplicity: 2
DFT total energy in hartree: -7136.296972
Relative energy (zero: lowest compared OMol25 entry of this formula, charge and spin) in eV: 0.369

The geometry in XYZ format:
```
60
C25H24Ge2N4O2S2Ti, DFT ωB97M-V/def2-TZVPD
Ge -0.47 3.89 -1.99
Ge 0.62 1.73 -1.76
Ti -0.10 0.77 0.67
S 1.43 -1.11 0.11
S 1.94 1.24 1.77
O -1.63 1.54 1.78
O -1.08 -0.77 1.68
N -1.93 -0.36 2.60
N 4.86 -2.63 -0.03
N -2.24 0.86 2.67
N 5.56 0.83 2.57
C 3.45 0.94 -2.04
C 0.11 -1.45 -4.54
C 2.57 2.01 -1.84
C -3.79 -1.84 5.43
C 2.57 -0.22 1.05
C 4.42 -1.71 0.51
C -2.44 -3.53 4.38
C -2.43 3.62 -1.99
C 4.81 0.22 1.94
C 0.07 0.66 -3.34
C -3.35 -3.16 5.36
C -0.76 1.17 -4.34
C -3.34 -0.90 4.52
C -0.11 5.00 -0.39
C 4.49 3.46 -1.53
C 3.89 -0.56 1.18
C 0.49 -0.67 -3.46
C -2.43 -1.30 3.55
C -1.16 0.39 -5.42
C -0.08 5.04 -3.54
C -1.97 -2.60 3.47
C 5.35 2.39 -1.72
C 4.82 1.13 -1.98
C 3.11 3.27 -1.59
C -0.72 -0.93 -5.53
H -2.09 -4.56 4.33
H -0.98 5.61 -0.16
H 3.06 -0.05 -2.22
H 1.12 -1.11 -2.69
H 0.14 4.40 0.48
H 4.89 4.44 -1.32
H -1.02 -1.54 -6.37
H -2.72 2.86 -1.26
H 5.48 0.28 -2.12
H 2.46 4.12 -1.42
H 6.42 2.53 -1.66
H -4.50 -1.55 6.19
H 0.73 5.68 -0.58
H -0.66 5.97 -3.50
H -2.93 4.55 -1.73
H -1.80 0.81 -6.18
H 0.98 5.30 -3.56
H -3.71 -3.89 6.08
H -2.79 3.29 -2.97
H -0.32 4.53 -4.48
H 0.46 -2.47 -4.61
H -1.11 2.19 -4.28
H -3.67 0.13 4.57
H -1.26 -2.86 2.70
```

=====

2.
Entry from the OMol25 dataset: a molecular structure, CuH14O7 (ωB97M-V/def2-TZVPD).

## Properties
Total charge: +1
LUMO level in eV: -3.42
DFT total energy in hartree: -2175.327717
Relative energy (zero: lowest compared OMol25 entry of this formula, charge and spin) in eV: 0.528

The geometry in XYZ format:
```
22
CuH14O7, DFT ωB97M-V/def2-TZVPD
Cu 11.69 -9.89 25.82
O 9.43 -10.36 26.06
O 13.80 -8.58 25.71
O 11.04 -8.60 24.05
O 12.17 -11.34 29.02
O 11.13 -8.62 27.67
O 11.58 -11.52 23.55
O 13.27 -11.62 26.03
H 12.02 -10.51 28.57
H 10.52 -9.03 23.36
H 11.63 -8.00 23.59
H 10.66 -7.84 27.35
H 8.78 -10.68 26.69
H 11.77 -12.01 28.46
H 11.27 -8.46 28.61
H 14.12 -9.12 24.98
H 14.17 -11.89 26.26
H 12.99 -12.22 25.33
H 11.15 -11.32 22.71
H 14.08 -7.68 25.50
H 9.01 -9.62 25.62
H 11.96 -12.39 23.39
```

=====

3.
Entry from the OMol25 dataset: a gas-phase ion, C6H11N (charge -1) in a non-equilibrium geometry (ωB97M-V/def2-TZVPD).

## Properties
Total charge: -1
LUMO level (alpha / beta) in eV: 4.45 / 4.14
Multiplicity: 2
DFT total energy in hartree: -289.826434
Relative energy (zero: lowest compared OMol25 entry of this formula, charge and spin) in eV: 1.886

The geometry in XYZ format:
```
18
C6H11N, DFT ωB97M-V/def2-TZVPD
N 0.48 0.94 0.61
C -0.09 -0.27 -0.04
C 0.66 -1.46 0.19
C 2.04 -1.62 0.15
C -0.37 1.12 1.88
C -0.78 -0.22 -1.25
C -1.62 0.91 -1.58
H -1.41 1.22 1.63
H -0.77 -0.85 -2.12
H -2.61 0.59 -2.11
H 0.14 -2.28 0.54
H -0.05 2.10 2.27
H -1.21 1.55 -2.38
H 2.64 -2.52 0.27
H 2.69 -0.73 -0.07
H 0.41 1.73 -0.02
H -0.40 0.16 2.42
H -1.88 1.60 -0.81
```

=====

4.
Entry from the OMol25 dataset: 2 unconnected molecules or ions with the total composition H2N2O3S in a non-equilibrium geometry (ωB97M-V/def2-TZVPD).

## Properties
LUMO level (alpha / beta) in eV: -0.68 / -1.32
DFT total energy in hartree: -734.443493
Relative energy (zero: lowest compared OMol25 entry of this formula, charge and spin) in eV: 2.664

The geometry in XYZ format:
```
8
H2N2O3S, DFT ωB97M-V/def2-TZVPD
S -0.98 -0.98 0.20
O -0.69 -1.93 1.29
O 0.24 0.95 -1.95
O 1.98 -0.33 -1.56
N -0.45 0.45 0.96
N 0.88 0.07 -1.49
H -0.35 0.30 1.98
H -0.63 1.47 0.56
```